The following is a DFT calculation (ωB97M-V with the def2-TZVPD basis set) of C5H4BiO2 as an isolated structure in a non-equilibrium geometry.

Output
HOMO energy, eV: -22.94
LUMO level, eV: -17.0
Total charge: +3
Energy, eV: -15143.6607
Orbital gap, eV: 5.90
Energy above the lowest of the compared OMol25 structures with the same formula, charge and spin, kJ/mol: 43.3
Maximum force, eV/A: 3.00

Each line ends with the natural charge from an NBO analysis.
Positions of all 12 atoms, in Å:
O1 1.75 1.91 0.00  -0.556
C1 1.26 -1.82 0.52  0.913
H1 -2.09 0.49 0.90  0.294
C2 -1.79 -0.02 -0.02  -0.378
C3 0.66 1.82 -0.62  0.017
H2 -0.46 -3.00 0.19  0.377
C4 -0.06 -1.97 0.17  -0.516
H3 0.68 1.23 -1.56  0.308
H4 -2.17 0.36 -0.97  0.307
O2 2.36 -1.70 0.77  -0.192
C5 -0.80 -0.86 -0.01  0.248
Bi1 0.65 3.55 0.63  2.177